This record from the Open Molecules 2025 dataset describes a cluster of 2 separate species, C4H10S in total. The level of theory is the ωB97M-V functional and the def2-TZVPD basis.

Properties
ΔE to the lowest compared entry with this formula, charge and spin: 34.4 kcal/mol
SMILES: C=C.CSC
2S+1: 1
Total charge: 0
Orbital gap: 9.3 eV

Geometry (Å):
C: 0.42868 -1.58058 4.26241
C: 0.34657 -0.75277 3.23831
H: 0.20129 -2.62274 4.05335
H: 0.62587 -1.30075 5.28123
H: 0.07429 -1.07330 2.23939
H: 0.46149 0.32216 3.21563
C: -1.19715 1.63527 -1.88254
S: 0.08403 0.52083 -2.30181
C: 0.43571 -0.53951 -0.87405
H: -0.79883 2.62990 -1.64213
H: -1.94381 1.33415 -1.13331
H: -1.76408 1.89746 -2.79380
H: 0.13044 -1.54944 -1.15629
H: 1.49207 -0.47908 -0.69658
H: -0.04940 -0.19707 0.03711

Force components x, y, z for each atom (eV/Å):
C -0.4 -0.4 -0.5
C -0.3 0.6 -0.7
H 0.2 0.0 0.3
H 0.2 0.2 0.1
H 0.0 -0.6 0.1
H 0.3 0.1 0.7
C -1.3 1.9 0.0
S 0.8 -0.8 -0.7
C -0.5 0.2 -0.2
H 0.1 -0.3 0.6
H 0.5 -0.2 -0.2
H 0.1 -0.7 0.1
H 0.1 0.1 0.4
H 0.5 -0.2 0.1
H -0.3 0.0 -0.1